[1]
The following is a DFT calculation (ωB97M-V with the def2-TZVPD basis set) of a 2-piece molecular cluster, C2H9N2O overall.

Geometry as XYZ:
```
14
C2H9N2O, DFT ωB97M-V with the def2-TZVPD basis set
O 0.972 -0.196 0.729
N -1.350 0.583 0.245
N 3.027 -0.023 -0.251
C 1.707 0.060 -0.238
C -2.189 -0.594 -0.019
H -1.705 -1.503 0.546
H 3.322 -0.531 0.702
H -1.356 1.282 -0.483
H -1.826 0.976 1.049
H -2.181 -0.802 -1.146
H -0.297 0.194 0.604
H 1.321 0.512 -1.172
H -3.105 -0.327 0.320
H 3.659 0.369 -0.886
```

Its energy above the lowest of the compared OMol25 structures with the same formula, charge and spin is 1.432 eV. The calculation puts the LUMO energy at -3.05 eV. As for the orbital gap: 0.45666 hartree. For the energy, the calculation gives -266.09904 a.u. For the HOMO energy, the calculation gives -15.5 eV. As for the charge: +1.

[2]
The following is a DFT calculation (ωB97M-V with the def2-TZVPD basis set) of a 7-piece molecular cluster, H14O7 overall.

Geometry as XYZ:
```
21
H14O7, DFT ωB97M-V with the def2-TZVPD basis set
O -1.643 1.842 -1.458
O 2.973 -0.787 1.071
O 0.238 0.740 2.346
O -1.392 -0.817 -0.504
O 1.513 2.592 1.135
O -1.466 -0.586 -2.374
O -0.758 -3.414 -0.481
H -1.268 2.215 -2.291
H -1.654 -0.486 0.294
H 0.940 -0.016 2.341
H -0.123 -2.925 -1.009
H 2.577 -0.382 1.917
H -0.661 -0.261 -1.906
H 0.417 1.321 3.062
H 1.424 2.121 0.278
H 1.664 1.897 1.689
H -2.038 0.150 -2.577
H -0.548 -1.230 -0.249
H -0.932 1.368 -1.200
H 2.403 -0.357 0.422
H -1.665 -2.985 -0.508
```

Its SMILES is O.O.O.O.O.O.O. Its energy above the lowest of the compared OMol25 structures with the same formula, charge and spin is 6.116 eV. The calculation puts the LUMO energy at -0.56 eV. As for the orbital gap: 0.32057 hartree. For the energy, the calculation gives -534.89907 a.u. For the HOMO energy, the calculation gives -9.3 eV. As for the charge: 0.

[3]
The following is a DFT calculation (ωB97M-V with the def2-TZVPD basis set) of a 2-piece molecular cluster, CH3ClO3S overall.

Geometry as XYZ:
```
9
CH3ClO3S, DFT ωB97M-V with the def2-TZVPD basis set
Cl 2.856 -1.544 -0.072
S 2.509 0.533 -0.341
O 3.353 1.156 0.638
O 1.014 0.464 0.291
O -1.595 -0.123 -0.821
C -2.505 -0.179 -0.019
H -3.350 -0.798 -0.324
H 0.324 0.097 -0.233
H -2.606 0.393 0.880
```

Its energy above the lowest of the compared OMol25 structures with the same formula, charge and spin is 0.227 eV. The calculation puts the LUMO energy at -0.01 eV. As for the orbital gap: 0.38478 hartree. For the energy, the calculation gives -1123.95699 a.u. For the HOMO energy, the calculation gives -10.5 eV. As for the charge: 0.

[4]
The following is a DFT calculation (ωB97M-V with the def2-TZVPD basis set) of C24H42NP3PbS as an isolated structure.

Geometry as XYZ:
```
72
C24H42NP3PbS, DFT ωB97M-V with the def2-TZVPD basis set
Pb -0.105 1.122 -0.561
S 0.332 2.588 -2.731
P -2.912 1.767 0.127
P -1.500 -0.920 -2.002
P -0.685 -1.012 2.497
N 1.777 -0.508 -0.497
C -0.262 4.130 -2.233
C 0.817 -1.827 3.024
C 3.735 -3.010 1.015
C 4.327 -4.260 1.201
C 3.754 -4.880 -1.076
C -0.501 5.870 -0.551
C -4.302 0.846 0.876
C 3.121 -2.702 -0.216
C -3.196 -1.561 -1.734
C -1.393 6.556 -1.383
C 3.294 5.033 0.397
C -1.115 4.864 -3.092
C -1.579 -0.430 -3.766
C -3.684 2.529 -1.345
C -1.305 0.077 3.778
C 4.328 -5.195 0.160
C -0.545 -2.479 -2.120
C 0.066 4.674 -0.974
C 2.413 -1.487 -0.373
C -1.684 6.058 -2.660
C 2.803 4.809 1.626
C 3.157 -3.633 -1.272
C -2.790 3.218 1.231
C -1.936 -2.199 2.008
H -5.188 1.498 0.897
H 0.962 -2.768 2.478
H -1.148 -3.253 -2.616
H -1.933 0.606 -3.859
H -3.397 -2.337 -2.488
H 0.375 -2.308 -2.697
H 4.779 -6.177 0.317
H 3.482 6.043 0.013
H -0.234 6.273 0.429
H 2.561 5.632 2.304
H -3.283 -2.003 -0.732
H -2.171 4.002 0.775
H -4.680 2.901 -1.065
H 0.767 -2.033 4.103
H 3.758 -5.605 -1.893
H -3.067 3.360 -1.715
H -1.623 -2.733 1.101
H 4.783 -4.494 2.164
H -3.940 -0.759 -1.835
H 2.707 -3.369 -2.233
H -2.263 -1.104 -4.301
H 3.546 4.199 -0.267
H 3.724 -2.263 1.814
H 0.783 4.153 -0.340
H -0.578 -0.496 -4.212
H -2.334 2.916 2.184
H 1.673 -1.171 2.821
H -4.046 0.545 1.902
H -2.357 6.608 -3.321
H -0.731 1.014 3.768
H -3.798 3.613 1.421
H -1.174 -0.412 4.754
H -4.526 -0.054 0.287
H -1.853 7.483 -1.042
H -3.782 1.782 -2.146
H -0.365 -0.212 1.353
H 2.648 3.791 2.003
H -1.310 4.458 -4.084
H -2.894 -1.697 1.813
H -2.072 -2.927 2.821
H -2.369 0.303 3.623
H -0.262 -2.832 -1.119
```

Its energy above the lowest of the compared OMol25 structures with the same formula, charge and spin is 1.750 eV. The calculation puts the LUMO energy (alpha / beta) at -15.57 / -14.61 eV. As for the orbital gap (alpha / beta): 0.11588 / 0.15112 hartree. For the energy, the calculation gives -2607.98557 a.u. For the HOMO energy (alpha / beta), the calculation gives -18.7 / -18.7 eV. As for the charge: +4.

[5]
The following is a DFT calculation (ωB97M-V with the def2-TZVPD basis set) of C4H5N3 as an isolated structure.

Geometry as XYZ:
```
12
C4H5N3, DFT ωB97M-V with the def2-TZVPD basis set
N -0.977 -0.657 -1.553
N 0.379 1.397 1.289
N 0.700 -1.819 -0.262
C 0.782 -0.754 0.595
C -0.178 -1.693 -1.285
C 0.068 0.391 0.291
C -0.831 0.401 -0.754
H -0.368 1.943 1.705
H 1.063 0.047 1.759
H -0.311 -2.535 -1.979
H 1.158 2.002 1.046
H -1.482 1.249 -0.925
```

Its energy above the lowest of the compared OMol25 structures with the same formula, charge and spin is 3.558 eV. The calculation puts the LUMO energy at 0.67 eV. As for the orbital gap: 0.36135 hartree. For the energy, the calculation gives -319.58145 a.u. For the HOMO energy, the calculation gives -9.2 eV. As for the charge: 0.

[6]
The following is a DFT calculation (ωB97M-V with the def2-TZVPD basis set) of F4InN2O8S4 as an isolated structure.

Geometry as XYZ:
```
19
F4InN2O8S4, DFT ωB97M-V with the def2-TZVPD basis set
In 0.702 -0.383 1.237
S 1.859 3.428 -0.106
S -1.833 -3.467 0.511
S -3.310 -1.611 0.709
S 2.971 1.759 -1.438
F -3.124 -0.048 0.533
F -0.299 -3.765 0.884
F 1.983 3.666 1.469
F 2.990 0.182 -1.667
O 4.358 2.114 -1.458
O -4.096 -2.014 -0.428
O -1.879 -3.892 -0.871
O 2.858 4.332 -0.612
O -3.914 -1.774 1.997
O -2.500 -4.214 1.539
O 2.220 2.190 -2.591
O 0.468 3.728 -0.320
N 2.196 1.734 -0.081
N -1.649 -1.963 0.692
```

Its energy above the lowest of the compared OMol25 structures with the same formula, charge and spin is 2.286 eV. The calculation puts the LUMO energy at -12.15 eV. As for the orbital gap: 0.07672 hartree. For the energy, the calculation gives -2893.08898 a.u. For the HOMO energy, the calculation gives -14.2 eV. As for the charge: +1.

[7]
The following is a DFT calculation (ωB97M-V with the def2-TZVPD basis set) of C42H31AsN2O4S2TeTi as an isolated structure.

Geometry as XYZ:
```
84
C42H31AsN2O4S2TeTi, DFT ωB97M-V with the def2-TZVPD basis set
Te -2.468 -2.844 0.683
As 0.979 1.071 -1.870
Ti 0.691 -0.388 0.354
S 1.664 -3.655 3.307
S 0.236 -2.053 -2.408
O -3.229 0.246 -0.199
O 2.234 0.665 1.097
O -1.137 -0.592 -0.182
O 2.850 2.071 2.736
N -0.155 1.119 1.239
N 2.306 -1.648 -0.114
C -4.334 -1.741 4.441
C 0.252 3.978 -2.141
C 2.006 1.523 2.035
C -1.491 2.906 2.866
C -3.920 -2.368 3.268
C 2.636 -2.477 0.922
C 0.082 0.737 -6.001
C 3.173 -1.530 -1.120
C 5.312 2.944 -2.368
C 4.530 3.211 -1.251
C 2.715 1.920 -2.192
C 4.748 -2.998 -0.107
C -4.677 -2.485 5.560
C -1.512 1.280 1.110
C 3.509 1.656 -3.304
C -0.279 -0.606 -6.119
C 4.391 -2.166 -1.173
C -1.530 2.379 -2.173
C 0.548 0.380 -3.653
C -4.603 -3.871 5.512
C 3.858 -3.168 0.924
C -0.164 2.654 -2.083
C -2.454 3.400 -2.303
C 0.178 -0.987 -3.754
C 3.249 2.693 -1.160
C 4.796 2.167 -3.395
C -0.089 2.711 2.998
C -0.182 -1.867 3.174
C -2.026 4.720 -2.362
C 0.594 -1.635 2.000
C -4.193 -4.497 4.345
C -3.406 -4.408 1.940
C -2.052 0.296 0.176
C -2.192 2.202 1.904
C 0.247 -2.901 3.946
C -3.850 -3.759 3.215
C 0.535 1.835 2.149
C -0.229 -1.446 -5.029
C -0.671 5.005 -2.293
C 1.656 -2.517 1.957
C -3.548 -1.576 2.059
C 0.477 1.216 -4.763
H 0.488 3.225 3.753
H -4.259 -4.877 1.442
H 1.307 4.215 -2.064
H -2.940 -0.713 2.324
H -0.184 -3.270 4.865
H -0.606 -0.985 -7.082
H -2.748 5.522 -2.451
H -4.863 -4.457 6.385
H -1.037 -1.266 3.460
H -2.005 3.591 3.529
H 6.320 3.335 -2.435
H 0.746 2.263 -4.644
H 5.047 -2.015 -2.019
H 5.712 -3.494 -0.104
H 0.036 1.401 -6.857
H -3.258 2.323 1.763
H -1.870 1.349 -2.134
H 2.868 -0.906 -1.951
H -0.334 6.034 -2.352
H -4.993 -1.989 6.470
H -3.509 3.164 -2.349
H -4.386 -0.659 4.470
H 4.926 3.809 -0.440
H -4.432 -1.187 1.555
H 5.391 1.953 -4.275
H -0.516 -2.486 -5.119
H 3.113 1.037 -4.102
H -4.134 -5.580 4.306
H 2.661 2.873 -0.267
H -2.693 -5.204 2.160
H 4.089 -3.810 1.764
```

Its energy above the lowest of the compared OMol25 structures with the same formula, charge and spin is 1.739 eV. The calculation puts the LUMO energy (alpha / beta) at 4.07 / 4.07 eV. As for the orbital gap (alpha / beta): 0.14224 / 0.20810 hartree. Its spin multiplicity is 3. For the energy, the calculation gives -6179.34463 a.u. For the HOMO energy (alpha / beta), the calculation gives 0.2 / -1.6 eV. As for the charge: -2.

[8]
The following is a DFT calculation (ωB97M-V with the def2-TZVPD basis set) of C38H35Br2MgN3O3SSi as an isolated structure.

Geometry as XYZ:
```
84
C38H35Br2MgN3O3SSi, DFT ωB97M-V with the def2-TZVPD basis set
Br -5.796 -3.553 -0.191
Br -4.822 4.483 -0.783
S 1.871 2.290 -0.270
Si 1.520 -2.205 0.798
Mg 0.050 -0.017 0.887
O 2.491 1.234 3.972
O 1.282 0.935 2.115
O 0.533 1.544 -0.426
N -0.701 -0.376 3.352
N -1.939 1.333 1.020
N -1.856 -1.107 -0.172
C -1.797 2.632 1.286
C 0.067 -4.052 2.486
C 1.585 3.671 0.833
C 5.172 4.334 1.813
C 4.660 -3.251 -1.770
C -0.282 6.174 -2.331
C -2.970 0.961 0.260
C -1.557 4.177 -2.726
C -2.641 3.610 0.794
C 5.334 5.659 1.428
C -1.852 -2.418 -0.410
C -2.998 -3.195 -0.432
C 1.495 0.851 3.383
C -0.878 -6.184 1.885
C 0.782 4.011 -2.149
C 3.911 -2.938 -0.641
C 4.273 6.351 0.859
C 2.717 -2.933 -3.144
C -3.042 -0.510 0.011
C 0.646 -3.882 1.219
C -0.289 -6.063 0.633
C 2.554 -2.615 -0.731
C 3.956 3.695 1.625
C -3.683 3.201 -0.018
C 2.895 4.383 1.037
C -1.489 5.563 -2.643
C 0.845 5.399 -2.085
C -3.874 1.859 -0.288
C 3.055 5.712 0.663
C 4.064 -3.255 -3.024
C -0.429 3.405 -2.485
C -0.684 -5.173 2.820
C -4.204 -2.560 -0.211
C 0.461 -4.934 0.312
C -4.245 -1.191 0.005
C 1.982 -2.610 -2.010
C 1.996 3.188 -1.820
C 0.326 0.275 4.190
H -5.178 -0.677 0.187
H 3.811 2.675 1.972
H -1.458 -7.062 2.139
H -0.400 -6.858 -0.096
H 0.918 -4.878 -0.673
H -0.138 1.135 4.677
H -1.107 -5.265 3.814
H 4.388 -2.951 0.333
H -2.473 4.653 1.016
H -1.612 -0.324 3.791
H 5.711 -3.495 -1.668
H -0.504 -1.369 3.249
H 2.246 -2.924 -4.120
H 1.240 3.194 1.752
H -0.953 2.899 1.914
H -0.215 7.253 -2.280
H 4.646 -3.503 -3.903
H 0.937 -2.331 -2.130
H 5.989 3.797 2.277
H 2.903 3.790 -1.732
H -0.486 2.326 -2.545
H 0.726 -0.356 4.983
H 0.801 4.298 0.403
H 1.787 5.878 -1.839
H 2.175 2.399 -2.553
H 4.390 7.388 0.568
H 2.542 -2.178 1.898
H -4.673 1.522 -0.931
H 2.221 6.249 0.224
H -2.371 6.163 -2.830
H 0.236 -3.302 3.257
H 6.285 6.154 1.579
H -2.494 3.696 -2.981
H -2.931 -4.260 -0.597
H -0.885 -2.872 -0.573
```

Its energy above the lowest of the compared OMol25 structures with the same formula, charge and spin is 0.527 eV. The calculation puts the LUMO energy at -0.56 eV. As for the orbital gap: 0.23381 hartree. For the energy, the calculation gives -7894.97221 a.u. For the HOMO energy, the calculation gives -6.9 eV. As for the charge: 0.

Taking the records one at a time from the top gives max |F| values of 6.394, 6.838, 2.804, 2.393, 3.341, 9.487, 2.238, 1.175 eV Å⁻¹.